Record 1
Density functional theory data (wB97M-V/def2-TZVPD) for a 2-piece molecular cluster, C2HN3O2 overall at a distorted geometry.

Each line ends with the Mulliken charge.
Positions of all 8 atoms, in Å:
N (-3.05, 0.27, -0.27)  -0.09
C (0.93, -1.19, -0.06)  0.11
O (-0.19, -1.70, 0.10)  -0.46
H (1.80, -1.82, -0.21)  0.38
N (-1.92, 0.49, 0.41)  0.09
O (0.48, 2.45, 0.00)  -0.40
C (0.71, 1.29, 0.00)  0.68
N (1.24, 0.21, 0.03)  -0.31

Summary:
HOMO energy = -11.178 eV
lowest unoccupied orbital energy = -0.54 eV
structure (SMILES) = O=C=NC=O.N#N
Kohn-Sham gap = 10.6369 eV
energy relative to the best compared isomer or geometry (same formula, charge and spin) = 306.4 kJ/mol
electronic energy = -10652.824 eV


Record 2
Density functional theory data (wB97M-V/def2-TZVPD) for C6H12N3 as an isolated structure at a distorted geometry.

Each line ends with the Mulliken charge.
Positions of all 21 atoms, in Å:
H (-2.38, -1.65, 0.79)  0.34
C (-1.63, -0.80, 0.92)  -0.86
H (-0.99, -1.07, 1.77)  0.39
N (-0.17, -2.57, -0.28)  -0.24
C (0.09, 1.57, -1.03)  -1.51
H (1.76, 1.38, 0.82)  0.40
H (-1.29, -0.75, -1.14)  0.36
C (1.36, -0.49, -1.27)  -0.04
N (1.64, -1.70, -1.55)  -0.47
C (0.92, -2.67, -0.81)  0.11
H (1.43, -3.67, -0.79)  0.38
H (0.29, 0.99, 1.59)  0.56
H (-0.22, 2.27, -0.23)  0.38
C (1.04, 0.50, 1.04)  -1.43
H (1.61, -0.41, 1.47)  0.27
C (0.35, 0.15, -0.33)  0.87
H (-2.31, 0.13, 1.09)  0.31
H (2.01, 0.40, -1.61)  0.33
H (-0.56, 1.42, -1.81)  0.48
H (1.07, 2.13, -1.29)  0.41
N (-0.80, -0.77, -0.27)  -0.05

Summary:
HOMO energy = -14.885 eV
lowest unoccupied orbital energy = -5.16 eV
Kohn-Sham gap = 9.7228 eV
energy relative to the best compared isomer or geometry (same formula, charge and spin) = 482.0 kJ/mol
net charge = +1
electronic energy = -10876.321 eV


Record 3
Density functional theory data (wB97M-V/def2-TZVPD) for C17H27EuF6N5OSb as an isolated structure at a distorted geometry.

Each line ends with the Mulliken charge.
Positions of all 58 atoms, in Å:
H (0.21, 4.22, 1.86)  0.51
H (-0.78, -3.39, 0.54)  0.33
H (-1.18, -0.65, 2.97)  0.35
H (3.42, 0.63, 2.88)  0.40
C (-1.13, -3.13, -0.46)  -0.95
F (3.09, 0.66, -3.01)  -0.49
C (2.68, 0.93, 3.66)  -0.90
H (1.89, -0.89, 3.55)  0.33
C (-1.55, -0.68, -3.10)  0.09
H (-2.67, 0.66, -1.72)  0.37
C (-1.59, -3.98, -1.48)  0.54
H (-0.27, 0.58, -6.09)  0.37
H (-2.74, -2.81, -4.46)  0.44
C (-0.96, 0.28, 3.51)  -0.94
C (-0.90, -0.61, -4.35)  0.15
F (5.44, 0.34, -1.05)  -0.49
H (-1.14, -5.95, -2.24)  0.32
N (-0.95, 1.34, 2.48)  -0.18
H (-2.79, 2.52, -3.09)  0.41
Sb (3.63, 1.06, -1.20)  2.54
C (-2.20, -3.55, -3.87)  -1.10
C (-2.19, 0.53, -2.71)  -0.07
H (-2.88, -4.39, -3.79)  0.33
H (-1.12, 2.77, 4.08)  0.29
C (-1.84, -5.44, -1.53)  -1.44
C (-1.14, -1.80, -0.97)  0.79
N (-1.60, -1.81, -2.27)  0.30
N (1.50, 0.04, 3.44)  -0.18
O (-0.69, -0.76, -0.40)  -0.59
F (1.64, 1.53, -1.07)  -0.69
H (0.28, -0.84, 4.82)  0.43
H (-1.80, 0.52, 4.18)  0.50
N (-1.81, -3.16, -2.56)  0.09
N (1.65, 2.86, 2.46)  -0.04
H (0.42, 0.99, 5.07)  0.24
C (-0.87, 2.74, 2.97)  -0.58
F (3.56, 1.51, 0.71)  -0.53
H (3.52, 2.84, 3.64)  0.37
H (0.43, 4.34, 3.57)  0.29
H (-1.30, -3.90, -4.45)  0.37
C (2.45, 2.47, 3.65)  -0.71
C (-0.76, 0.55, -5.09)  -0.69
C (0.35, 0.16, 4.35)  -0.46
H (3.05, 0.63, 4.66)  0.45
C (-1.31, 1.75, -4.62)  -0.42
Eu (0.87, 0.36, 0.83)  1.85
H (2.32, 3.44, 1.86)  0.33
H (-1.73, -5.91, -0.56)  0.36
H (-1.83, 1.29, 1.95)  0.34
C (-2.15, 1.72, -3.47)  -0.81
H (-1.67, 3.29, 2.43)  0.36
H (-0.47, -1.53, -4.73)  0.39
F (2.91, -0.59, -0.33)  -0.67
C (0.42, 3.60, 2.71)  -0.89
F (4.21, 2.84, -1.58)  -0.49
H (-1.07, 2.63, -5.18)  0.47
H (1.97, 2.75, 4.63)  0.32
H (-2.85, -5.60, -2.03)  0.34

Summary:
HOMO energy (alpha / beta) = -14.171 / -14.174 eV
lowest unoccupied orbital energy (alpha / beta) = -9.28 / -6.85 eV
Kohn-Sham gap (alpha / beta) = 4.8857 / 7.3259 eV
2S+1 = 7
net charge = +2
electronic energy = -69725.966 eV
expectation value of S² = 12.0182


Record 4
Density functional theory data (wB97M-V/def2-TZVPD) for a 2-piece molecular cluster, C5H9N overall at a distorted geometry.

Each line ends with the Mulliken charge.
Positions of all 15 atoms, in Å:
C (0.45, 0.59, -0.83)  -1.07
H (0.66, 0.18, -1.89)  0.18
H (-2.64, 0.15, -1.15)  0.29
H (-1.32, -0.79, -2.08)  0.32
H (2.55, -0.30, 0.24)  0.01
H (-2.12, -1.35, -0.69)  0.39
H (1.27, 0.98, -0.29)  0.50
H (-0.48, 1.38, 1.49)  0.42
C (-1.79, -0.49, -1.10)  -1.21
C (3.37, -0.57, 0.87)  0.29
C (-0.93, 0.49, 1.18)  -1.28
C (-0.69, 0.21, -0.31)  0.88
H (-0.55, -0.39, 1.67)  0.30
N (4.28, -0.62, 1.53)  -0.33
H (-2.06, 0.53, 1.38)  0.30

Summary:
HOMO energy = -9.950 eV
lowest unoccupied orbital energy = 0.82 eV
structure (SMILES) = C=C(C)C.C#N
Kohn-Sham gap = 10.7730 eV
energy relative to the best compared isomer or geometry (same formula, charge and spin) = 195.8 kJ/mol
electronic energy = -6818.965 eV


Record 5
Density functional theory data (wB97M-V/def2-TZVPD) for a 2-piece molecular cluster, C4H7N6 overall at a distorted geometry.

Each line ends with the Mulliken charge.
Positions of all 17 atoms, in Å:
H (4.38, -2.69, -0.95)  0.33
H (-6.73, 2.63, 0.12)  0.19
C (3.65, -2.45, -0.14)  -0.38
N (1.55, -0.64, -0.43)  1.05
C (0.71, 1.39, -0.02)  0.15
H (-0.29, 1.88, -0.27)  0.39
N (2.32, -2.76, -0.61)  -0.10
H (-8.33, 2.09, -0.17)  0.22
C (2.68, -0.22, 0.17)  0.18
N (1.38, -2.01, -0.77)  -0.23
C (3.70, -1.04, 0.30)  -0.14
N (-7.66, 2.56, 0.51)  -0.63
H (4.70, -0.62, 0.74)  0.38
N (0.53, 0.05, -0.67)  -0.71
N (1.68, 1.73, 0.64)  -0.28
H (3.85, -3.30, 0.60)  0.35
H (-8.11, 3.38, 0.94)  0.22

Summary:
HOMO energy (alpha / beta) = -11.067 / -11.067 eV
lowest unoccupied orbital energy (alpha / beta) = -7.34 / -7.34 eV
Kohn-Sham gap (alpha / beta) = 3.7284 / 3.7301 eV
energy relative to the best compared isomer or geometry (same formula, charge and spin) = 772.1 kJ/mol
net charge = +1
electronic energy = -13186.188 eV


Record 6
Density functional theory data (wB97M-V/def2-TZVPD) for a 2-piece molecular cluster, C4H7NO overall.

Each line ends with the Mulliken charge.
Positions of all 13 atoms, in Å:
H (1.25, 2.32, -0.71)  0.29
C (-1.26, 0.21, 1.46)  -0.28
O (0.12, 0.25, -1.73)  -0.50
C (-1.45, -1.84, 0.06)  -0.41
C (0.94, 0.21, -0.85)  0.16
H (-1.65, -2.81, 0.50)  0.26
N (-1.45, -0.80, 0.79)  -0.02
H (1.24, -0.77, -0.41)  0.39
H (1.37, 1.41, 0.84)  0.26
H (-2.15, 0.82, 1.63)  0.17
H (-1.26, -1.72, -1.00)  0.30
H (2.70, 1.32, -0.34)  0.33
C (1.61, 1.40, -0.23)  -0.96

Summary:
HOMO energy = -8.412 eV
lowest unoccupied orbital energy = 1.07 eV
Kohn-Sham gap = 9.4868 eV
energy relative to the best compared isomer or geometry (same formula, charge and spin) = 361.2 kJ/mol
electronic energy = -7795.901 eV


Copy entry 6 word for word.
Density functional theory data (wB97M-V/def2-TZVPD) for a 2-piece molecular cluster, C4H7NO overall.

Each line ends with the Mulliken charge.
Positions of all 13 atoms, in Å:
H (1.25, 2.32, -0.71)  0.29
C (-1.26, 0.21, 1.46)  -0.28
O (0.12, 0.25, -1.73)  -0.50
C (-1.45, -1.84, 0.06)  -0.41
C (0.94, 0.21, -0.85)  0.16
H (-1.65, -2.81, 0.50)  0.26
N (-1.45, -0.80, 0.79)  -0.02
H (1.24, -0.77, -0.41)  0.39
H (1.37, 1.41, 0.84)  0.26
H (-2.15, 0.82, 1.63)  0.17
H (-1.26, -1.72, -1.00)  0.30
H (2.70, 1.32, -0.34)  0.33
C (1.61, 1.40, -0.23)  -0.96

Summary:
HOMO energy = -8.412 eV
lowest unoccupied orbital energy = 1.07 eV
Kohn-Sham gap = 9.4868 eV
energy relative to the best compared isomer or geometry (same formula, charge and spin) = 361.2 kJ/mol
electronic energy = -7795.901 eV


Copy entry 2 word for word.
Density functional theory data (wB97M-V/def2-TZVPD) for C6H12N3 as an isolated structure at a distorted geometry.

Each line ends with the Mulliken charge.
Positions of all 21 atoms, in Å:
H (-2.38, -1.65, 0.79)  0.34
C (-1.63, -0.80, 0.92)  -0.86
H (-0.99, -1.07, 1.77)  0.39
N (-0.17, -2.57, -0.28)  -0.24
C (0.09, 1.57, -1.03)  -1.51
H (1.76, 1.38, 0.82)  0.40
H (-1.29, -0.75, -1.14)  0.36
C (1.36, -0.49, -1.27)  -0.04
N (1.64, -1.70, -1.55)  -0.47
C (0.92, -2.67, -0.81)  0.11
H (1.43, -3.67, -0.79)  0.38
H (0.29, 0.99, 1.59)  0.56
H (-0.22, 2.27, -0.23)  0.38
C (1.04, 0.50, 1.04)  -1.43
H (1.61, -0.41, 1.47)  0.27
C (0.35, 0.15, -0.33)  0.87
H (-2.31, 0.13, 1.09)  0.31
H (2.01, 0.40, -1.61)  0.33
H (-0.56, 1.42, -1.81)  0.48
H (1.07, 2.13, -1.29)  0.41
N (-0.80, -0.77, -0.27)  -0.05

Summary:
HOMO energy = -14.885 eV
lowest unoccupied orbital energy = -5.16 eV
Kohn-Sham gap = 9.7228 eV
energy relative to the best compared isomer or geometry (same formula, charge and spin) = 482.0 kJ/mol
net charge = +1
electronic energy = -10876.321 eV


The lowest electronic energy belongs to which entry?
C17H27EuF6N5OSb


Among the records above, which one has the lowest electronic energy?
C17H27EuF6N5OSb